Record 1
13
Properties=species:S:1:pos:R:3:nbo_charge:R:1 method="wB97M-V/def2-TZVPD" smiles="NC(=O)C(=O)O.N"
N -0.513 -0.328 -1.620 -0.85
C 0.097 -0.572 -0.393 0.59
O -0.091 -1.626 0.267 -0.72
C 1.288 0.362 -0.107 0.71
O 1.385 1.420 -0.692 -0.59
O 2.082 -0.100 0.811 -0.64
H -0.253 0.615 -2.030 0.43
H -1.195 -0.964 -1.946 0.41
H 1.902 -0.945 1.063 0.51
N -1.044 0.471 1.018 -1.00
H -1.940 0.703 0.561 0.39
H -0.521 1.214 1.446 0.38
H -1.198 -0.250 1.621 0.38



Record 2
17
Properties=species:S:1:pos:R:3:nbo_charge:R:1 method="wB97M-V/def2-TZVPD" charge=+1
C -2.841 0.936 -0.841 0.16
C 0.811 -2.089 -0.815 -0.07
C 1.431 -0.902 -0.526 0.08
C -0.714 -0.638 -0.240 0.46
C 0.637 1.374 0.215 -0.43
C -2.602 0.072 0.263 -0.22
N -3.027 1.632 -1.729 -0.16
N 0.442 -0.001 -0.165 -0.34
N -0.529 -1.888 -0.624 -0.50
Cl 3.070 -0.484 -0.555 0.14
Cl -3.622 -1.309 0.385 0.13
H 1.220 -3.026 -1.130 0.27
H 1.678 1.642 0.046 0.26
H -0.005 2.020 -0.381 0.24
H 0.403 1.513 1.271 0.23
H -2.376 0.556 1.209 0.28
H -1.259 -2.575 -0.756 0.46



Record 3
44
Properties=species:S:1:pos:R:3:nbo_charge:R:1 method="wB97M-V/def2-TZVPD" smiles="O=C(c1ccc(Cl)cc1)N1CCC(O)(CSc2ccc(Cl)cc2)CC1"
O -3.222 -2.484 -0.949 -0.62
C -2.857 -1.329 -0.827 0.67
C -3.838 -0.241 -0.510 -0.14
C -4.572 -0.307 0.668 -0.12
C -5.535 0.645 0.949 -0.24
C -5.777 1.656 0.033 -0.04
Cl -6.982 2.847 0.374 0.01
C -5.071 1.722 -1.158 -0.22
C -4.101 0.773 -1.425 -0.19
N -1.572 -0.946 -1.018 -0.43
C -1.004 0.319 -0.618 -0.22
C -0.140 0.140 0.632 -0.43
C 0.953 -0.909 0.388 0.24
O 1.805 -0.385 -0.611 -0.73
C 1.733 -1.196 1.681 -0.54
S 2.456 0.299 2.441 0.24
C 3.723 0.716 1.265 -0.15
C 3.778 2.014 0.778 -0.20
C 4.766 2.379 -0.116 -0.22
C 5.697 1.437 -0.524 -0.05
Cl 6.927 1.882 -1.654 0.01
C 5.661 0.142 -0.030 -0.22
C 4.678 -0.213 0.874 -0.23
C 0.296 -2.218 -0.089 -0.43
C -0.573 -1.949 -1.318 -0.23
H -4.386 -1.110 1.365 0.22
H -6.100 0.600 1.867 0.23
H -5.280 2.507 -1.868 0.23
H -3.554 0.812 -2.355 0.22
H -1.796 1.040 -0.418 0.23
H -0.373 0.691 -1.431 0.21
H 0.332 1.089 0.882 0.23
H -0.760 -0.178 1.471 0.21
H 2.474 -1.041 -0.835 0.47
H 2.532 -1.915 1.497 0.21
H 1.067 -1.597 2.444 0.24
H 3.043 2.734 1.102 0.23
H 4.809 3.385 -0.502 0.23
H 6.402 -0.577 -0.341 0.23
H 4.666 -1.214 1.280 0.22
H -0.326 -2.626 0.709 0.22
H 1.064 -2.955 -0.337 0.21
H -1.092 -2.857 -1.626 0.25
H 0.050 -1.580 -2.140 0.20



Record 4
82
Properties=species:S:1:pos:R:3:mulliken_charge:R:1 method="wB97M-V/def2-TZVPD" charge=-1
Ca 0.964 1.003 -1.181 1.70
C 0.310 6.151 -4.550 -1.76
C 0.689 5.481 -3.241 1.64
C 1.719 6.334 -2.503 -1.97
O 1.311 4.211 -3.521 -0.57
B 0.995 3.301 -2.514 -0.33
O -0.038 3.871 -1.725 0.38
C -0.511 5.081 -2.352 1.52
C -0.880 6.087 -1.274 -1.73
C -1.759 4.707 -3.150 -2.06
H 1.212 6.449 -5.086 0.46
H -0.291 7.045 -4.367 0.32
H -0.256 5.473 -5.186 0.32
H 2.616 6.401 -3.118 0.55
H 1.991 5.871 -1.554 0.31
H 1.347 7.343 -2.313 0.29
H -0.065 6.217 -0.563 0.33
H -1.757 5.732 -0.732 0.43
H -1.124 7.058 -1.713 0.32
H -1.508 4.022 -3.961 0.40
H -2.255 5.587 -3.568 0.32
H -2.451 4.200 -2.478 0.47
C -0.945 -5.719 3.800 -1.08
C -0.575 -5.827 2.345 0.45
C -1.211 -5.050 1.383 -0.43
C -0.930 -5.192 0.032 0.03
C 0.024 -6.113 -0.382 -0.18
N 0.319 -6.369 -1.752 -0.03
C -0.025 -5.593 -2.835 0.17
O -0.396 -6.086 -3.883 -0.69
N 0.041 -4.217 -2.674 -0.07
C 1.082 -3.438 -2.140 0.57
C 2.170 -3.904 -1.413 -0.06
C 3.131 -2.989 -1.005 -0.92
C 2.977 -1.650 -1.305 -0.40
N 1.909 -1.192 -1.968 -0.53
C 0.999 -2.067 -2.373 -0.29
C 0.697 -6.868 0.572 -0.30
C 0.391 -6.730 1.916 -0.82
H -1.381 -4.749 4.025 -0.02
H -0.073 -5.864 4.440 0.33
H -1.682 -6.480 4.068 0.38
H -1.951 -4.318 1.688 0.42
H -1.457 -4.582 -0.689 0.47
H 0.332 -7.345 -2.008 0.30
H -0.461 -3.754 -3.418 0.21
H 2.285 -4.950 -1.180 0.44
H 3.992 -3.318 -0.440 0.43
H 3.700 -0.913 -0.979 0.43
H 0.133 -1.665 -2.883 0.25
H 1.455 -7.574 0.253 0.43
H 0.917 -7.336 2.644 0.36
O 2.774 1.214 2.882 -0.77
C 1.937 1.437 2.014 -0.14
O 1.981 1.052 0.799 -0.71
C 0.715 2.271 2.413 0.27
C 0.707 2.866 3.670 -0.71
C -0.351 3.659 4.085 -0.59
C -1.431 3.878 3.244 -0.66
C -1.419 3.272 2.002 -0.59
C -0.374 2.470 1.575 1.23
N -2.544 3.514 1.086 1.13
O -3.387 4.326 1.440 -0.69
O -2.502 3.011 -0.012 -0.55
H 1.561 2.685 4.308 0.52
H -0.335 4.115 5.066 0.40
H -2.267 4.499 3.528 0.52
H -0.475 2.017 0.599 0.00
Br -2.455 -2.357 4.965 -0.18
C -1.317 -2.022 3.470 -0.23
C 0.043 -2.250 3.605 -0.43
C 0.860 -2.039 2.506 -1.16
C 0.319 -1.589 1.309 0.76
C -1.038 -1.319 1.200 0.56
C -1.869 -1.555 2.292 -0.66
C -1.643 -0.649 -0.042 -0.15
O -2.825 -0.346 0.007 -0.79
O -0.822 -0.424 -1.004 -0.69
H 0.452 -2.579 4.550 0.51
H 1.928 -2.196 2.589 0.49
H 0.974 -1.406 0.470 0.46
H -2.922 -1.331 2.198 0.61



Record 5
50
Properties=species:S:1:pos:R:3:lowdin_spin:R:1 method="wB97M-V/def2-TZVPD" s2=0.762 multiplicity=2 charge=+3
W -0.140 0.058 -0.267 0.83
O 4.311 6.181 0.868 0.00
C 4.881 5.036 0.466 0.00
O 6.044 4.959 0.222 0.00
C 4.001 3.806 0.352 0.00
C 2.816 3.622 1.053 0.00
C 2.125 2.419 0.947 0.00
C 2.637 1.418 0.136 0.00
C 3.822 1.585 -0.581 0.00
C 4.498 2.782 -0.459 0.00
N 1.929 0.171 0.141 0.01
C 2.405 -0.982 -0.222 0.03
C 1.623 -2.170 0.149 0.01
C 2.101 -3.459 0.062 0.02
C 1.338 -4.458 0.677 0.00
C 0.154 -4.126 1.313 0.01
C -0.298 -2.808 1.284 0.01
N 0.432 -1.844 0.719 0.01
H 3.350 6.115 0.926 0.00
H 2.442 4.378 1.731 0.00
H 1.242 2.259 1.563 0.00
H 4.229 0.818 -1.225 0.00
H 5.438 2.945 -0.971 0.00
H 3.388 -1.088 -0.672 0.00
H 3.041 -3.683 -0.424 0.00
H 1.687 -5.483 0.668 0.00
H -0.436 -4.873 1.824 0.00
H -1.245 -2.519 1.721 0.00
C -6.300 -0.474 0.452 0.00
C -5.234 -1.444 0.848 0.00
O -4.110 -1.516 -0.180 0.02
P -3.115 -0.443 -0.629 0.04
S -2.057 0.460 0.921 0.02
S -1.541 -1.351 -1.552 0.02
O -3.755 0.703 -1.427 0.01
C -4.772 0.530 -2.546 0.00
C -4.117 0.837 -3.857 0.00
H -7.064 -0.505 1.232 0.00
H -6.781 -0.759 -0.482 0.00
H -5.943 0.555 0.399 0.00
H -5.568 -2.477 0.861 0.00
H -4.737 -1.203 1.787 0.00
H -5.549 1.237 -2.272 0.00
H -5.157 -0.485 -2.471 0.00
H -3.727 1.853 -3.873 0.00
H -4.880 0.767 -4.634 0.00
H -3.331 0.125 -4.105 0.00
S 0.065 3.579 -3.184 -0.03
C -0.031 2.416 -2.228 0.00
N -0.117 1.460 -1.429 -0.01



Record 6
42
Properties=species:S:1:pos:R:3:nbo_charge:R:1 method="wB97M-V/def2-TZVPD" charge=+3
Ta -0.018 -0.305 -0.665 2.07
N -3.399 -1.909 3.442 -0.71
C -2.343 -1.233 3.008 0.38
C -1.918 -1.277 1.653 -0.01
N -0.854 -0.559 1.291 -0.55
C -0.188 0.200 2.189 -0.09
C -0.617 0.197 3.512 0.08
N -1.662 -0.495 3.903 -0.34
H -3.970 -2.478 2.841 0.43
H -3.649 -1.833 4.418 0.45
H -2.396 -1.881 0.894 0.24
H 0.653 0.797 1.846 0.23
H -0.097 0.787 4.258 0.25
S 2.340 0.026 -1.021 0.07
C 2.863 -1.574 -0.517 -0.01
N 3.837 -2.226 -1.069 -0.46
C 4.175 -3.519 -0.415 -0.24
C 2.896 -3.970 0.286 -0.50
S 2.085 -2.382 0.771 0.44
H 4.383 -1.838 -1.834 0.47
H 4.989 -3.333 0.286 0.26
H 4.494 -4.235 -1.170 0.28
H 3.099 -4.542 1.188 0.30
H 2.208 -4.506 -0.365 0.26
F -2.027 -0.954 -2.966 -0.20
C -0.787 -1.013 -2.652 0.77
F -0.122 -1.736 -3.460 -0.21
F -0.805 -2.077 -0.971 -0.56
C 0.306 4.060 -0.186 -1.17
Si -0.900 3.209 -1.286 1.85
C -0.538 3.256 -3.087 -1.17
C -2.671 3.275 -0.795 -1.17
O -0.460 1.388 -0.904 -0.91
H 0.175 5.141 -0.300 0.30
H 1.343 3.843 -0.447 0.26
H 0.137 3.843 0.870 0.26
H -0.746 4.264 -3.460 0.30
H -1.176 2.584 -3.665 0.26
H 0.511 3.056 -3.315 0.26
H -3.047 4.286 -0.976 0.30
H -2.815 3.063 0.265 0.26
H -3.288 2.601 -1.393 0.27



Taking the records one at a time from the top gives relative energy (zero: lowest compared OMol25 entry of this formula, charge and spin) values of 151.74 0.00 0.00 32.85 99.62 26.38 kJ/mol.